C38H44N6O7PRuS | ωB97M-V/def2-TZVPD

```
! RIJCOSX wB97M-V def2-TZVPD def2/J DEFGRID3
* xyz 0 2
Ru -0.132 0.192 -1.074
O 0.994 -2.369 -4.271
C 0.545 -1.822 -3.261
N 0.920 -0.675 -2.728
C 2.061 -0.009 -3.301
C 2.014 1.444 -2.967
C 3.147 2.247 -3.018
C 3.032 3.588 -2.709
C 1.780 4.102 -2.397
C 0.712 3.231 -2.354
N 0.822 1.923 -2.615
C -0.560 -2.453 -2.483
C -1.159 -3.628 -2.897
C -2.125 -4.198 -2.086
C -2.437 -3.589 -0.877
C -1.789 -2.418 -0.537
N -0.886 -1.861 -1.342
H 2.064 -0.131 -4.389
H 2.994 -0.445 -2.929
H 4.102 1.813 -3.283
H 3.908 4.225 -2.705
H 1.639 5.151 -2.172
H -0.283 3.579 -2.096
H -0.833 -4.067 -3.829
H -2.616 -5.117 -2.380
H -3.162 -4.020 -0.200
H -1.960 -1.913 0.406
O -1.694 2.462 1.842
S -1.943 1.120 1.370
O -1.008 0.081 1.731
N -2.059 1.000 -0.224
C -2.857 1.821 -0.991
C -3.759 2.766 -0.549
C -4.533 3.500 -1.470
C -4.420 3.309 -2.817
C -3.496 2.357 -3.305
C -3.291 2.096 -4.677
C -2.370 1.166 -5.060
C -1.626 0.490 -4.076
N -1.787 0.706 -2.793
C -2.714 1.620 -2.391
C -3.503 0.623 2.058
C -4.191 -0.451 1.510
C -5.358 -0.886 2.117
C -5.827 -0.250 3.260
C -5.140 0.833 3.791
C -3.970 1.276 3.189
H -3.858 2.951 0.512
H -5.236 4.233 -1.092
H -5.021 3.877 -3.516
H -3.869 2.645 -5.411
H -2.193 0.945 -6.104
H -0.877 -0.239 -4.356
H -3.813 -0.925 0.614
H -5.903 -1.724 1.699
H -6.732 -0.600 3.740
H -5.511 1.333 4.677
H -3.411 2.117 3.580
C 4.249 -4.073 0.797
C 3.082 -3.213 0.337
C 3.022 -3.187 -1.185
C 1.779 -3.777 0.899
O 3.398 -1.884 0.803
P 2.376 -0.688 1.092
O 3.152 0.557 1.256
O 1.310 -0.774 0.012
O 1.606 -1.131 2.419
C 2.042 -0.878 3.770
C 1.194 -1.801 4.631
C 3.521 -1.192 3.966
C 1.744 0.580 4.115
H 4.125 -5.097 0.441
H 4.310 -4.081 1.887
H 5.185 -3.672 0.403
H 2.802 -4.184 -1.572
H 3.977 -2.853 -1.596
H 2.243 -2.498 -1.508
H 1.597 -4.759 0.460
H 0.940 -3.119 0.662
H 1.834 -3.879 1.985
H 1.385 -2.844 4.371
H 0.135 -1.593 4.467
H 1.433 -1.654 5.686
H 3.714 -2.245 3.751
H 3.808 -0.983 4.998
H 4.130 -0.586 3.293
H 0.716 0.806 3.823
H 2.427 1.222 3.556
H 1.866 0.757 5.185
C 3.198 3.591 1.748
C 1.678 3.434 1.908
C 1.148 2.528 0.897
N 0.768 1.845 0.068
H 3.604 4.129 2.603
H 3.429 4.145 0.838
H 3.664 2.609 1.679
H 1.159 4.387 1.804
H 1.425 3.023 2.885
*
```

Results
LUMO level (alpha / beta)   -0.1704 / -0.4269 eV
Highest occupied orbital energy (alpha / beta)   -7.90 / -7.88 eV
Kohn-Sham gap (alpha / beta)   7.7 / 7.5 eV

The molecule's Mulliken atomic charges, reported in e, are given here:
1 Ru -0.332
2 O -0.801
3 C -0.489
4 N 1.782
5 C -1.845
6 C 0.788
7 C -0.993
8 C -0.454
9 C -0.968
10 C -0.325
11 N 0.329
12 C 0.850
13 C -1.036
14 C -0.735
15 C -1.143
16 C -1.320
17 N 1.804
18 H 0.570
19 H 0.312
20 H 0.485
21 H 0.420
22 H 0.470
23 H 0.532
24 H 0.566
25 H 0.443
26 H 0.538
27 H 0.993
28 O -0.869
29 S 1.249
30 O -0.656
31 N 1.638
32 C 0.006
33 C -0.544
34 C -0.903
35 C -0.981
36 C 0.743
37 C -0.775
38 C -1.363
39 C -0.008
40 N 1.021
41 C -0.933
42 C 0.381
43 C -0.576
44 C -0.808
45 C -0.482
46 C -0.732
47 C -0.427
48 H 0.536
49 H 0.409
50 H 0.409
51 H 0.435
52 H 0.495
53 H 0.589
54 H 0.253
55 H 0.428
56 H 0.389
57 H 0.415
58 H 0.488
59 C -1.834
60 C 1.824
61 C -1.711
62 C -1.065
63 O -0.378
64 P -1.408
65 O -0.794
66 O 1.715
67 O 0.586
68 C 1.606
69 C -1.702
70 C -1.623
71 C -1.075
72 H 0.385
73 H 0.362
74 H 0.388
75 H 0.369
76 H 0.415
77 H 0.112
78 H 0.580
79 H -0.073
80 H 0.123
81 H 0.350
82 H 0.216
83 H 0.389
84 H 0.258
85 H 0.484
86 H 0.305
87 H 0.045
88 H 0.093
89 H 0.531
90 C -1.125
91 C -0.774
92 C 0.417
93 N 0.077
94 H 0.377
95 H 0.370
96 H 0.203
97 H 0.462
98 H 0.252

C38H44OP2Sr | ωB97M-V/def2-TZVPD

```
! RIJCOSX wB97M-V def2-TZVPD def2/J DEFGRID3
* xyz 0 1
Sr -0.008 -0.181 5.337
C -2.326 -0.019 6.071
C -2.423 -0.332 4.734
C -2.741 0.587 3.662
C -1.599 1.359 2.950
C -0.540 1.910 3.787
C -0.673 2.368 5.083
C -1.909 2.503 5.824
C -2.425 1.309 6.678
C 2.134 0.355 5.064
H -2.120 -0.868 6.800
H -2.273 -1.429 4.450
H -3.491 1.311 4.057
H -3.313 0.009 2.880
H -1.185 0.702 2.141
H -2.021 2.237 2.397
H 0.492 1.915 3.338
H 0.277 2.719 5.605
H -2.701 2.811 5.104
H -1.805 3.390 6.508
H -1.921 1.348 7.669
H -3.515 1.443 6.903
H 2.478 -0.128 5.950
H 2.234 1.384 5.018
H 2.325 -0.192 4.161
P 0.025 -2.469 -4.238
P 2.134 0.585 -4.509
C -0.357 -0.843 -4.861
C 0.404 0.332 -4.837
C -0.924 -3.604 -5.344
C -2.082 -3.232 -6.017
C -2.733 -4.149 -6.857
C -2.231 -5.442 -7.014
C -1.070 -5.820 -6.333
C -0.406 -4.922 -5.514
C -1.030 -2.461 -2.723
C -0.625 -1.597 -1.674
C -1.352 -1.556 -0.491
C -2.470 -2.377 -0.313
C -2.858 -3.241 -1.341
C -2.145 -3.279 -2.537
C 2.612 1.383 -6.115
C 2.608 0.554 -7.266
C 2.979 1.075 -8.498
C 3.384 2.408 -8.615
C 3.408 3.221 -7.479
C 3.023 2.713 -6.240
C 2.178 2.022 -3.358
C 3.289 2.100 -2.469
C 3.374 3.149 -1.570
C 2.373 4.122 -1.510
C 1.280 4.040 -2.374
C 1.185 2.991 -3.302
H -1.397 -0.730 -5.209
H -0.121 1.244 -5.192
H -2.486 -2.234 -5.895
H -3.637 -3.843 -7.393
H -2.739 -6.151 -7.671
H -0.669 -6.833 -6.458
H 0.512 -5.198 -5.000
H 0.256 -0.974 -1.799
H -1.036 -0.880 0.313
H -3.034 -2.347 0.626
H -3.727 -3.890 -1.207
H -2.464 -3.952 -3.337
H 2.316 -0.488 -7.175
H 2.964 0.430 -9.382
H 3.685 2.810 -9.587
H 3.728 4.262 -7.560
H 3.036 3.361 -5.359
H 4.050 1.324 -2.506
H 4.233 3.207 -0.889
H 2.440 4.938 -0.786
H 0.486 4.794 -2.328
H 0.335 2.941 -3.975
C 2.050 -0.260 9.027
C 0.648 -0.325 8.404
C -0.436 -0.538 9.469
O 0.389 0.747 7.600
H 2.078 0.621 9.680
H 2.799 -0.146 8.264
H 2.255 -1.142 9.617
H 0.636 -1.272 7.734
H -0.433 0.348 10.122
H -1.409 -0.622 9.013
H -0.234 -1.415 10.064
*
```

Results
LUMO level   -0.3308 eV
Highest occupied orbital energy   -5.77 eV
Kohn-Sham gap   5.4 eV

The molecule's Mulliken atomic charges, reported in e, are given here:
1 Sr 1.400
2 C -0.735
3 C -0.287
4 C -0.543
5 C 0.647
6 C -1.137
7 C -0.044
8 C -0.675
9 C -0.194
10 C -1.773
11 H 0.226
12 H 0.416
13 H 0.352
14 H 0.456
15 H -0.351
16 H 0.304
17 H 0.252
18 H 0.101
19 H 0.296
20 H 0.428
21 H 0.151
22 H 0.456
23 H 0.298
24 H 0.369
25 H 0.402
26 P -0.029
27 P 0.037
28 C -0.313
29 C -0.354
30 C 0.306
31 C 0.105
32 C -0.651
33 C -0.449
34 C -0.467
35 C -0.456
36 C 0.514
37 C -0.830
38 C -0.189
39 C -0.341
40 C -0.632
41 C -0.307
42 C 0.458
43 C -0.505
44 C -0.528
45 C -0.453
46 C -0.560
47 C -0.237
48 C 0.415
49 C -0.470
50 C -0.524
51 C -0.497
52 C -0.630
53 C 0.060
54 H 0.274
55 H 0.449
56 H 0.171
57 H 0.368
58 H 0.360
59 H 0.363
60 H 0.377
61 H 0.391
62 H 0.283
63 H 0.358
64 H 0.357
65 H 0.281
66 H 0.371
67 H 0.346
68 H 0.351
69 H 0.357
70 H 0.281
71 H 0.379
72 H 0.378
73 H 0.388
74 H 0.384
75 H 0.229
76 C -1.570
77 C 1.112
78 C -1.561
79 O -0.784
80 H 0.339
81 H 0.306
82 H 0.409
83 H -0.067
84 H 0.312
85 H 0.251
86 H 0.468

C38H44OP2Sr | ωB97M-V/def2-TZVPD

```
! RIJCOSX wB97M-V def2-TZVPD def2/J DEFGRID3
* xyz 0 1
Sr 1.291 2.981 0.870
C 0.823 -2.939 0.018
C 2.023 -2.342 -0.094
C 2.911 -2.255 -1.310
C 2.805 -0.871 -1.955
C 1.473 -0.663 -2.604
C 0.409 -1.468 -2.624
C 0.303 -2.962 -2.491
C -0.135 -3.372 -1.074
C -0.291 3.722 -1.048
H 0.433 -3.178 1.033
H 2.471 -1.923 0.827
H 2.667 -3.008 -2.062
H 3.956 -2.419 -0.991
H 3.109 -0.109 -1.209
H 3.535 -0.785 -2.774
H 1.338 0.349 -2.982
H -0.567 -1.010 -2.836
H 1.175 -3.523 -2.843
H -0.528 -3.242 -3.161
H -1.131 -2.914 -0.904
H -0.301 -4.459 -0.998
H -1.106 3.532 -0.326
H -0.203 2.820 -1.687
H -0.608 4.578 -1.690
P 7.673 4.305 0.540
P 6.813 5.840 -2.092
C 8.366 3.831 -1.083
C 8.084 4.564 -2.185
C 9.296 4.383 1.472
C 10.453 3.693 1.082
C 11.651 3.842 1.789
C 11.702 4.662 2.917
C 10.560 5.374 3.304
C 9.377 5.261 2.573
C 6.905 2.720 1.019
C 5.694 2.368 0.388
C 5.069 1.165 0.700
C 5.632 0.301 1.653
C 6.813 0.674 2.311
C 7.439 1.888 2.009
C 7.826 7.062 -3.090
C 9.021 7.540 -2.516
C 9.858 8.391 -3.243
C 9.507 8.786 -4.542
C 8.322 8.313 -5.110
C 7.481 7.464 -4.384
C 5.674 5.248 -3.394
C 4.428 5.902 -3.465
C 3.521 5.558 -4.465
C 3.835 4.538 -5.378
C 5.059 3.866 -5.279
C 5.976 4.212 -4.281
H 8.977 2.919 -1.126
H 8.623 4.434 -3.132
H 10.440 3.041 0.207
H 12.540 3.310 1.448
H 12.630 4.745 3.487
H 10.602 6.020 4.180
H 8.504 5.856 2.853
H 5.254 3.034 -0.363
H 4.146 0.870 0.179
H 5.153 -0.664 1.870
H 7.246 0.011 3.066
H 8.352 2.175 2.532
H 9.310 7.225 -1.510
H 10.786 8.755 -2.800
H 10.159 9.460 -5.107
H 8.044 8.610 -6.123
H 6.561 7.095 -4.850
H 4.178 6.670 -2.727
H 2.561 6.074 -4.526
H 3.113 4.251 -6.149
H 5.302 3.054 -5.969
H 6.918 3.671 -4.188
C -2.767 1.326 1.137
C -1.457 0.791 1.707
C -1.315 -0.683 1.344
O -0.357 1.630 1.315
H -2.874 1.040 0.068
H -2.813 2.421 1.180
H -3.668 0.932 1.648
H -1.515 0.835 2.805
H -1.026 -0.813 0.296
H -0.566 -1.220 1.939
H -2.263 -1.243 1.479
*
```

Results
LUMO level   -0.5380 eV
Highest occupied orbital energy   -6.64 eV
Kohn-Sham gap   6.1 eV

The molecule's Mulliken atomic charges, reported in e, are given here:
1 Sr 1.804
2 C -0.741
3 C 0.091
4 C -0.892
5 C 0.298
6 C -0.577
7 C -0.226
8 C -1.022
9 C -0.513
10 C -1.307
11 H 0.457
12 H 0.258
13 H 0.280
14 H 0.479
15 H -0.465
16 H 0.384
17 H 0.429
18 H 0.334
19 H 0.391
20 H 0.372
21 H 0.253
22 H 0.428
23 H 0.267
24 H 0.271
25 H 0.176
26 P 0.095
27 P -0.027
28 C -0.731
29 C -0.739
30 C 0.297
31 C 0.194
32 C -0.615
33 C -0.464
34 C -0.506
35 C -0.493
36 C 0.680
37 C -1.013
38 C 0.482
39 C -0.543
40 C -0.626
41 C -0.453
42 C 0.309
43 C -0.288
44 C -0.633
45 C -0.423
46 C -0.597
47 C -0.264
48 C 0.365
49 C -0.489
50 C -0.575
51 C -0.494
52 C -0.688
53 C 0.120
54 H 0.636
55 H 0.856
56 H 0.177
57 H 0.382
58 H 0.361
59 H 0.375
60 H 0.358
61 H 0.395
62 H -0.132
63 H 0.386
64 H 0.364
65 H 0.342
66 H 0.391
67 H 0.364
68 H 0.350
69 H 0.364
70 H 0.265
71 H 0.365
72 H 0.407
73 H 0.391
74 H 0.390
75 H 0.360
76 C -1.353
77 C 0.347
78 C -0.893
79 O -1.120
80 H 0.270
81 H 0.317
82 H 0.399
83 H 0.122
84 H 0.007
85 H 0.309
86 H 0.340

C38H45F6N2O2Si2 | ωB97M-V/def2-TZVPD

```
! RIJCOSX wB97M-V def2-TZVPD def2/J DEFGRID3
* xyz 1 1
C 2.509 1.841 3.759
Si 2.957 1.140 2.081
C 3.883 2.410 1.068
C 4.029 -0.376 2.313
O 1.557 0.704 1.254
C 0.696 -0.167 1.906
C 0.853 -1.512 1.737
C -0.031 -2.488 2.396
O -0.311 0.298 2.731
Si -1.378 1.428 2.093
C -2.594 1.918 3.430
C -0.448 2.933 1.483
C -2.300 0.641 0.668
H 3.411 2.087 4.312
H 1.912 2.741 3.650
H 1.937 1.113 4.326
H 4.804 2.696 1.567
H 4.126 1.996 0.094
H 3.270 3.295 0.926
H 4.958 -0.106 2.808
H 3.511 -1.113 2.919
H 4.262 -0.819 1.349
H 1.650 -1.846 1.097
H 0.203 -3.518 2.114
H 0.050 -2.413 3.482
H -1.074 -2.301 2.133
H -3.313 2.635 3.045
H -3.130 1.042 3.784
H -2.069 2.365 4.269
H -1.129 3.660 1.050
H 0.085 3.398 2.305
H 0.271 2.629 0.728
H -3.009 1.346 0.244
H -1.602 0.339 -0.107
H -2.842 -0.237 1.008
F 4.343 -10.138 5.322
C 3.197 -10.033 4.621
F 3.056 -8.789 4.124
F 3.153 -10.948 3.634
C 2.033 -10.300 5.576
N 0.755 -10.122 4.872
C 0.073 -11.311 4.426
C -0.754 -11.997 5.315
C -1.390 -13.151 4.926
C -1.227 -13.630 3.641
C -0.407 -12.963 2.752
C 0.242 -11.811 3.136
C 0.093 -8.856 4.978
C -0.311 -8.141 3.844
C -0.909 -6.917 3.967
C -1.175 -6.346 5.235
C -1.727 -5.044 5.295
C -2.004 -4.208 6.404
C -2.688 -2.984 6.192
C -3.097 -2.203 7.238
C -2.881 -2.607 8.563
N -3.340 -1.834 9.684
C -2.590 -0.604 10.009
C -1.203 -0.917 10.599
F -0.516 0.240 10.684
F -1.369 -1.459 11.819
F -0.569 -1.779 9.783
C -4.077 -2.481 10.749
C -3.418 -3.254 11.706
C -4.120 -3.949 12.661
C -5.499 -3.894 12.686
C -6.171 -3.125 11.756
C -5.473 -2.433 10.792
C -2.141 -3.777 8.776
C -1.660 -4.519 7.739
C -0.858 -7.134 6.366
C -0.207 -8.326 6.237
H 2.113 -11.316 5.966
H 2.104 -9.610 6.416
H -0.875 -11.606 6.310
H -2.017 -13.677 5.625
H -1.734 -14.532 3.340
H -0.277 -13.346 1.754
H 0.898 -11.291 2.460
H -0.111 -8.556 2.872
H -1.186 -6.363 3.087
H -1.990 -4.626 4.340
H -2.893 -2.681 5.179
H -3.610 -1.275 7.055
H -2.457 -0.012 9.103
H -3.152 0.005 10.719
H -2.342 -3.280 11.691
H -3.590 -4.540 13.390
H -6.046 -4.446 13.433
H -7.248 -3.086 11.780
H -5.999 -1.851 10.055
H -1.876 -4.044 9.782
H -0.926 -5.272 7.957
H -1.198 -6.856 7.343
H 0.066 -8.890 7.110
*
```

Results
LUMO level   -5.3152 eV
Highest occupied orbital energy   -10.10 eV
Kohn-Sham gap   4.8 eV

The molecule's Mulliken atomic charges, reported in e, are given here:
1 C -1.019
2 Si 0.470
3 C -1.051
4 C -1.174
5 O -0.444
6 C 0.399
7 C -0.527
8 C -0.888
9 O -0.301
10 Si 0.457
11 C -1.031
12 C -1.000
13 C -1.117
14 H 0.461
15 H 0.278
16 H 0.273
17 H 0.358
18 H 0.311
19 H 0.313
20 H 0.375
21 H 0.346
22 H 0.320
23 H 0.473
24 H 0.387
25 H 0.195
26 H 0.252
27 H 0.350
28 H 0.248
29 H 0.302
30 H 0.444
31 H 0.284
32 H 0.232
33 H 0.410
34 H 0.333
35 H 0.294
36 F -0.261
37 C 0.856
38 F -0.261
39 F -0.232
40 C -1.033
41 N 0.759
42 C -0.448
43 C -0.066
44 C -0.767
45 C -0.351
46 C -0.805
47 C -0.086
48 C 0.382
49 C -0.527
50 C -1.174
51 C 0.845
52 C 0.051
53 C 1.050
54 C -1.015
55 C -1.029
56 C 0.370
57 N 0.465
58 C -0.899
59 C 0.858
60 F -0.273
61 F -0.225
62 F -0.222
63 C 0.105
64 C 0.254
65 C -1.139
66 C -0.353
67 C -0.678
68 C -0.337
69 C 0.159
70 C -1.284
71 C -0.909
72 C -0.576
73 H 0.398
74 H 0.485
75 H 0.407
76 H 0.397
77 H 0.401
78 H 0.396
79 H 0.419
80 H 0.502
81 H 0.415
82 H 0.387
83 H 0.441
84 H 0.563
85 H 0.393
86 H 0.410
87 H 0.326
88 H 0.381
89 H 0.413
90 H 0.403
91 H 0.435
92 H 0.331
93 H 0.519
94 H 0.479
95 H 0.482

In order of appearance, relative energy (zero: lowest compared OMol25 entry of this formula, charge and spin) = 0.0000, 2.2525, 0.0340, 0.0000 eV.